Record 1
Here is a molecular structure, C5H6Si from OMol25. Energies are from ωB97M-V/def2-TZVPD.

Output
Net charge ... 0
Energy above the lowest of the compared OMol25 structures with the same formula, charge and spin ... 91.2 kcal/mol
E ... -483.38200 hartree

Cartesian coordinates (Å):
1 C 1.0312 -0.8681 0.7203
2 C 0.5255 -0.3432 2.0374
3 C -0.7825 0.0721 -1.9975
4 C 0.3392 -0.2760 -2.6290
5 C -0.1943 -0.0374 2.9704
6 Si 0.7289 0.3965 -0.9621
7 H 2.1526 -0.7647 1.0310
8 H 0.4996 -2.1577 0.3760
9 H -1.8198 -0.1527 -2.2815
10 H 0.5926 -0.9097 -3.4614
11 H -0.1677 0.3920 3.9201
12 H 1.2242 1.6938 -0.4731

Atom charges from the natural (NBO) analysis, given in e for atoms 1 to 5: -0.871, -0.023, -0.529, -0.552, -0.268

Record 2
Here is 8 unconnected molecules or ions with the total composition C37H64IN9O3PS from OMol25. Energies are from ωB97M-V/def2-TZVPD.

Output
Net charge ... +1
E ... -3203.78807 hartree

Cartesian coordinates (Å):
1 C 0.4505 2.7123 -2.1531
2 C 0.8558 1.8670 -3.3621
3 I 3.0065 1.7296 -3.4943
4 C 0.4185 0.4189 -3.2689
5 N -1.0694 0.2654 -3.4421
6 N -1.6965 1.3861 -3.7480
7 C -2.9929 1.3222 -3.9238
8 C -3.7553 0.1501 -3.8194
9 C -5.2206 0.2716 -4.0445
10 C -5.9019 1.0022 -2.8591
11 O -6.3232 0.1060 -1.8704
12 C -3.0708 -0.9991 -3.4902
13 C -1.6943 -0.9182 -3.2986
14 P -0.7449 -2.4529 -2.8254
15 O 0.5251 -2.5117 -3.7609
16 O -0.0718 -2.0401 -1.4450
17 S -1.8435 -4.0060 -2.7906
18 H 1.2828 3.3026 -1.7870
19 H 0.0455 2.0989 -1.3495
20 H -0.3045 3.4312 -2.4657
21 H 0.5774 2.3397 -4.2954
22 H 0.6864 0.0198 -2.2969
23 H 0.8769 -0.1517 -4.0676
24 H -3.4752 2.2603 -4.1629
25 H -5.6811 -0.7090 -4.1407
26 H -5.3784 0.8395 -4.9614
27 H -6.7920 1.5047 -3.2252
28 H -5.2060 1.7485 -2.4598
29 H -5.5565 -0.2921 -1.4437
30 H -3.5754 -1.9507 -3.3813
31 H 0.3047 -2.4477 -4.7004
32 H -0.7732 -1.9872 -0.7760
33 C 2.9485 1.6853 -8.0020
34 C 1.8249 2.4091 -8.7299
35 C 1.6316 3.8566 -8.2565
36 C 1.2919 3.9328 -6.8365
37 N 1.0185 3.9929 -5.7212
38 H 2.7438 1.6037 -6.9334
39 H 3.0676 0.6751 -8.3957
40 H 3.8983 2.2032 -8.1129
41 H 0.8858 1.8652 -8.6017
42 H 2.0327 2.4325 -9.8004
43 H 0.8292 4.3374 -8.8176
44 H 2.5421 4.4385 -8.4110
45 C -3.5134 -3.9582 1.1328
46 C -4.9420 -4.4119 1.4002
47 C -5.6594 -4.8879 0.1315
48 C -5.7318 -3.8192 -0.8583
49 N -5.7555 -2.9638 -1.6262
50 H -3.4991 -3.1051 0.4474
51 H -3.0343 -3.6458 2.0580
52 H -2.9163 -4.7593 0.6891
53 H -5.5108 -3.5974 1.8473
54 H -4.9446 -5.2253 2.1244
55 H -6.6751 -5.2123 0.3604
56 H -5.1319 -5.7293 -0.3224
57 C 0.3751 -0.7921 2.5387
58 C 0.5446 -1.1187 4.0178
59 C -0.1805 -2.4066 4.4266
60 C -1.6205 -2.3116 4.1929
61 N -2.7488 -2.2375 3.9846
62 H -0.6754 -0.6192 2.2945
63 H 0.9297 0.1092 2.2785
64 H 0.7461 -1.6075 1.9128
65 H 0.1752 -0.2897 4.6231
66 H 1.6037 -1.2357 4.2496
67 H -0.0236 -2.6234 5.4836
68 H 0.1987 -3.2558 3.8547
69 C 6.3185 3.8388 -2.4593
70 C 7.6937 3.6188 -3.0769
71 C 7.8653 4.3974 -4.3883
72 C 6.8875 3.9810 -5.3902
73 N 6.1028 3.6518 -6.1619
74 H 5.5284 3.4743 -3.1224
75 H 6.2271 3.3082 -1.5112
76 H 6.1499 4.8982 -2.2747
77 H 7.8623 2.5560 -3.2617
78 H 8.4694 3.9449 -2.3810
79 H 8.8611 4.2459 -4.8071
80 H 7.7314 5.4671 -4.2130
81 C -6.9326 -4.2486 7.8030
82 C -5.5558 -4.6191 7.2639
83 C -5.2179 -3.9079 5.9496
84 C -6.1701 -4.2425 4.8923
85 N -6.9324 -4.5048 4.0727
86 H -7.7224 -4.5484 7.1130
87 H -7.1205 -4.7492 8.7531
88 H -7.0176 -3.1725 7.9682
89 H -5.4966 -5.6976 7.1167
90 H -4.7906 -4.3602 7.9959
91 H -4.2220 -4.1880 5.6053
92 H -5.2276 -2.8239 6.0769
93 C 9.5802 9.0323 -3.2513
94 C 9.8390 8.7029 -1.7868
95 C 9.3313 7.3100 -1.3938
96 C 7.8868 7.1856 -1.5869
97 N 6.7518 7.0878 -1.7436
98 H 8.5117 9.0480 -3.4710
99 H 9.9825 10.0132 -3.5010
100 H 10.0529 8.2998 -3.9091
101 H 9.3636 9.4499 -1.1495
102 H 10.9096 8.7440 -1.5818
103 H 9.5491 7.0982 -0.3464
104 H 9.8220 6.5431 -1.9971
105 C -1.1302 -5.7777 11.5853
106 C -2.3559 -4.8856 11.4357
107 C -3.5815 -5.6423 10.9099
108 C -3.3396 -6.2172 9.5873
109 N -3.1418 -6.6646 8.5471
110 H -0.8193 -6.1881 10.6237
111 H -0.2918 -5.2127 11.9915
112 H -1.3307 -6.6114 12.2602
113 H -2.1304 -4.0567 10.7620
114 H -2.6152 -4.4492 12.4013
115 H -4.4436 -4.9774 10.8348
116 H -3.8483 -6.4551 11.5877

Atom charges from the Mulliken analysis, given in e for atoms 1 to 5: -1.090, 0.137, 0.164, -1.483, 0.883

Record 3
Here is a molecular structure, C14H21BF6N8O4PS2Yb from OMol25. Energies are from ωB97M-V/def2-TZVPD.

Output
Net charge ... +2
⟨S²⟩ ... 0.751
Energy above the lowest of the compared OMol25 structures with the same formula, charge and spin ... 12.4 kcal/mol
2S+1 ... 2
E ... -4205.06561 hartree

Cartesian coordinates (Å):
1 Yb 0.4539 -1.6705 0.2256
2 F 2.5583 1.8185 3.4587
3 C 3.0794 1.8927 2.2617
4 F 2.4992 2.9460 1.5956
5 F 4.4228 2.0406 2.2958
6 S 2.8240 0.2740 1.3143
7 O 1.3614 -0.0224 1.2720
8 O 3.4747 -0.7978 2.0033
9 N 3.4429 0.7864 -0.0474
10 S 2.9715 0.1005 -1.3722
11 O 2.0381 -1.0489 -1.1067
12 O 2.4783 1.0655 -2.2772
13 C 4.5421 -0.5827 -1.9484
14 F 4.7859 -1.5344 -1.0716
15 F 5.4404 0.3706 -1.9258
16 F 4.3327 -1.1101 -3.1087
17 B -1.6764 -3.5401 0.6940
18 N -0.4585 -4.3717 0.7555
19 C -0.4124 -5.6996 0.7620
20 C 0.8960 -6.1091 0.5073
21 C 1.6077 -4.9587 0.2646
22 N 0.7641 -3.8963 0.4183
23 N -1.6836 -2.6564 2.0446
24 C -2.2619 -2.7721 3.2374
25 C -1.7290 -1.8370 4.1603
26 C -0.7454 -1.1936 3.4133
27 N -0.7198 -1.7144 2.1368
28 H -2.6934 -4.1323 0.4050
29 H -1.4803 -2.7670 -0.2682
30 H -1.2599 -6.3546 0.8865
31 H 1.4006 -7.0902 0.3643
32 H 2.6669 -4.9135 -0.0102
33 H -2.9381 -3.6105 3.2185
34 H -1.9662 -1.7564 5.2180
35 H 0.0008 -0.5504 3.7420
36 C -2.0062 4.2713 -0.7214
37 N -0.7355 3.8512 -1.5444
38 C -1.1063 3.4073 -2.8933
39 N -2.1697 2.3827 -2.8560
40 C -3.2856 2.8622 -2.0720
41 N -2.9337 3.2706 -0.7042
42 C -2.4343 2.1722 0.1583
43 P -0.9958 1.2987 -0.6016
44 C 0.0040 2.7465 -0.8584
45 C -1.6024 1.0799 -2.3014
46 H -2.3004 5.1814 -1.1500
47 H -1.6040 4.4832 0.2525
48 H -0.1203 4.6822 -1.7262
49 H -0.0717 3.0975 -3.3297
50 H -1.4061 4.2559 -3.4860
51 H -4.0823 2.1315 -1.9754
52 H -3.7460 3.7921 -2.4844
53 H -3.2447 1.3765 0.2828
54 H -2.1813 2.4420 1.1882
55 H 0.8637 2.4314 -1.4482
56 H 0.3218 3.1462 0.1463
57 H -2.4030 0.2852 -2.4457
58 H -0.7769 0.7482 -2.9487

Atom charges from the natural (NBO) analysis, given in e for atoms 1 to 5: 2.092, -0.271, 0.790, -0.319, -0.277

Record 4
Here is a molecular structure, C19H22F3N4STl from OMol25. Energies are from ωB97M-V/def2-TZVPD.

Output
Net charge ... +2
Energy above the lowest of the compared OMol25 structures with the same formula, charge and spin ... 2.9 kcal/mol
E ... -1825.97030 hartree

Cartesian coordinates (Å):
1 Tl 0.1070 0.9112 -0.6587
2 F 2.2913 5.5516 2.7108
3 C 1.0381 5.2201 2.3670
4 F 0.2065 5.8533 3.2039
5 F 0.8127 5.6830 1.1361
6 C 0.8508 3.7224 2.4879
7 C 0.8745 3.2041 3.7735
8 C 0.7174 1.8449 3.9901
9 C 0.5400 1.0400 2.8870
10 N 0.5270 1.5237 1.6425
11 C 0.6747 2.8456 1.4153
12 S 0.6113 3.3096 -0.2778
13 H 1.0117 3.8770 4.6107
14 H 0.7314 1.4261 4.9849
15 H 0.4090 -0.0302 2.9889
16 C 5.0984 -1.9113 -0.3848
17 N 4.1087 -0.8994 -0.7626
18 C 4.3711 0.2927 -1.3894
19 C 3.1794 0.9250 -1.5411
20 N 2.1893 0.1191 -1.0233
21 C 2.7917 -0.9689 -0.5553
22 H 6.0646 -1.6039 -0.7722
23 H 4.8317 -2.8704 -0.8211
24 H 5.1559 -1.9881 0.6981
25 H 5.3702 0.5844 -1.6613
26 H 2.9696 1.8910 -1.9667
27 H 2.3179 -1.8048 -0.0688
28 C -2.8723 -3.8885 -1.5903
29 N -1.5748 -3.1469 -1.6928
30 C -0.9123 -3.0651 -0.3626
31 C -1.6967 -1.7816 -2.3695
32 C -2.5061 -0.7914 -1.5867
33 C -3.8960 -0.8588 -1.6911
34 C -4.7161 0.0102 -0.9884
35 C -4.1475 0.9821 -0.1829
36 C -2.7662 1.0964 -0.1115
37 C -1.9358 0.2175 -0.8003
38 H -2.6644 -4.8826 -1.2032
39 H -3.3186 -3.9565 -2.5789
40 H -3.5255 -3.3488 -0.9116
41 H -0.9749 -3.7005 -2.3058
42 H -1.5540 -2.4948 0.3038
43 H 0.0463 -2.5657 -0.4839
44 H -0.7655 -4.0717 0.0202
45 H -2.1475 -1.9891 -3.3395
46 H -0.6714 -1.4466 -2.5319
47 H -4.3496 -1.5886 -2.3511
48 H -5.7902 -0.0588 -1.0899
49 H -4.7723 1.6775 0.3610
50 H -2.3406 1.9048 0.4735

Atom charges from the Mulliken analysis, given in e for atoms 1 to 5: 1.202, -0.235, 0.686, -0.240, -0.265

Record 5
Here is a molecular structure, C9H18N4O3SW from OMol25. Energies are from ωB97M-V/def2-TZVPD.

Output
Net charge ... +4
Energy above the lowest of the compared OMol25 structures with the same formula, charge and spin ... 0.0 kcal/mol
E ... -1262.06506 hartree

Cartesian coordinates (Å):
1 W 0.2954 0.7316 1.1427
2 N 2.1614 1.7929 1.1075
3 C 2.9092 0.4989 0.7890
4 C 2.6755 -0.4649 1.9521
5 O 3.5182 -0.8094 2.7060
6 N 1.2569 -0.7259 2.1321
7 C 1.0219 -1.5933 3.2855
8 C -0.0941 -1.1924 4.1490
9 O -0.9215 -0.9216 4.8335
10 O -0.9792 0.9850 2.1901
11 H 2.3478 2.4836 0.3738
12 H 2.5021 2.2015 1.9849
13 H 3.9710 0.6793 0.6185
14 H 2.4891 0.0825 -0.1379
15 H 1.9125 -1.5949 3.9409
16 H 0.8303 -2.6408 3.0104
17 C -0.0263 -1.3318 -5.2949
18 C -1.3665 -1.6621 -4.6865
19 N -2.3052 -0.4297 -4.8327
20 C -3.0785 0.0829 -4.0189
21 S -0.4514 0.5830 -0.8536
22 N -3.9917 0.5752 -3.3635
23 C -5.5462 0.1394 -3.5087
24 C -6.2978 1.2826 -4.1254
25 H 0.5518 -2.2573 -5.3162
26 H 0.5238 -0.5904 -4.7183
27 H -0.1197 -0.9981 -6.3299
28 H -1.3501 -1.8913 -3.6234
29 H -1.9008 -2.4474 -5.2240
30 H -2.2464 0.0421 -5.7524
31 H -3.8088 1.3610 -2.7271
32 H -5.8134 -0.0839 -2.4771
33 H -5.5099 -0.7710 -4.1041
34 H -6.2484 2.1938 -3.5293
35 H -7.3463 0.9638 -4.1358
36 H -6.0047 1.4793 -5.1553

Atom charges from the Mulliken analysis, given in e for atoms 1 to 5: 1.276, -0.566, -0.728, 0.502, -0.380

Record 6
Here is a molecular structure, C44H47N2O2PbS2 from OMol25. Energies are from ωB97M-V/def2-TZVPD.

Output
Net charge ... +3
E ... -2953.07719 hartree

Cartesian coordinates (Å):
1 Pb 1.8245 -0.8004 -0.3345
2 N 3.7563 0.0751 -1.5234
3 C 5.1582 -0.2308 -1.1224
4 C 5.5094 -1.6903 -1.3941
5 C 5.3347 -2.6666 -0.2209
6 C 4.0572 -3.4973 -0.2467
7 N 2.9413 -2.8331 0.4829
8 H 3.6229 -0.2069 -2.4930
9 H 3.6231 1.0848 -1.5056
10 H 5.2608 0.0146 -0.0643
11 H 5.8310 0.4272 -1.6751
12 H 6.5412 -1.7298 -1.7405
13 H 4.9112 -2.0368 -2.2416
14 H 5.3913 -2.1263 0.7289
15 H 6.1803 -3.3531 -0.2067
16 H 4.2279 -4.4790 0.1994
17 H 3.7136 -3.6533 -1.2693
18 H 3.2106 -2.7195 1.4586
19 H 2.1497 -3.4740 0.4773
20 C -4.1875 5.7773 8.1227
21 C -3.6527 5.0559 6.9262
22 C -4.1091 5.3525 5.6413
23 C -3.6146 4.6929 4.5299
24 C -2.6394 3.7246 4.7229
25 C -2.1277 3.4309 5.9851
26 C -2.6567 4.0875 7.0775
27 S -1.8962 2.8418 3.4002
28 O -2.4045 3.5474 2.0494
29 C -2.9099 1.4029 3.1894
30 C -2.9809 0.3310 4.0970
31 C -3.9335 -0.6156 3.8640
32 C -4.8007 -0.5378 2.7435
33 C -5.7722 -1.5397 2.5110
34 C -6.5754 -1.4837 1.4087
35 C -6.4350 -0.4319 0.4782
36 C -5.5104 0.5534 0.6738
37 C -4.6863 0.5379 1.8239
38 C -3.7021 1.5229 2.0881
39 C -3.4504 2.7412 1.2373
40 C -4.6065 3.6933 1.0332
41 C -5.6376 3.7682 1.9325
42 C -6.6549 4.7256 1.7551
43 C -6.6395 5.6109 0.6898
44 C -5.6064 5.5462 -0.2268
45 C -4.5864 4.5829 -0.0683
46 C -3.5675 4.4816 -1.0103
47 C -2.5588 3.4927 -0.9534
48 C -2.5648 2.5796 0.0492
49 S -1.3386 1.2630 -0.0255
50 O -0.5477 1.5995 -1.2194
51 C -2.5078 -0.0212 -0.4088
52 C -3.2699 0.0345 -1.5712
53 C -4.0622 -1.0512 -1.8985
54 C -4.1052 -2.1837 -1.0842
55 C -4.9499 -3.3642 -1.4502
56 C -3.3279 -2.2111 0.0763
57 C -2.5187 -1.1425 0.4155
58 H -4.9698 6.4819 7.8510
59 H -3.3886 6.3286 8.6218
60 H -4.5942 5.0696 8.8467
61 H -4.8530 6.1263 5.5109
62 H -3.9442 4.9593 3.5385
63 H -1.3281 2.7158 6.1183
64 H -2.2738 3.8658 8.0636
65 H -2.3371 0.2830 4.9622
66 H -4.0443 -1.4453 4.5479
67 H -5.8677 -2.3494 3.2206
68 H -7.3215 -2.2470 1.2414
69 H -7.0664 -0.4110 -0.3986
70 H -5.4081 1.3405 -0.0608
71 H -5.6772 3.0995 2.7816
72 H -7.4664 4.7645 2.4687
73 H -7.4290 6.3373 0.5674
74 H -5.5823 6.2238 -1.0692
75 H -3.5885 5.1634 -1.8517
76 H -1.8014 3.4152 -1.7215
77 H -3.2165 0.8926 -2.2284
78 H -4.6510 -1.0267 -2.8059
79 H -5.5440 -3.1737 -2.3399
80 H -5.6223 -3.6269 -0.6333
81 H -4.3227 -4.2353 -1.6422
82 H -3.3468 -3.0901 0.7064
83 H -1.9078 -1.1728 1.3084
84 C -1.2340 -3.3599 -4.0118
85 C 0.2775 -3.6129 -3.9472
86 C 0.5486 -5.0785 -3.5837
87 C 0.9213 -3.2808 -5.2969
88 C 0.8519 -2.7446 -2.9120
89 C 1.3249 -2.0118 -2.0709
90 H -1.6796 -4.0100 -4.7641
91 H -1.4433 -2.3257 -4.2818
92 H -1.7022 -3.5723 -3.0498
93 H 0.1251 -5.7280 -4.3493
94 H 0.0952 -5.3360 -2.6275
95 H 1.6176 -5.2753 -3.5265
96 H 0.4951 -3.9206 -6.0684
97 H 1.9962 -3.4511 -5.2683
98 H 0.7409 -2.2429 -5.5720

Atom charges from the Mulliken analysis, given in e for atoms 1 to 5: 1.170, -0.572, -0.772, -0.471, -0.835

Record 7
Here is C6H10O2 in the gas phase from OMol25. Energies are from ωB97M-V/def2-TZVPD.

Output
Net charge ... 0
Energy above the lowest of the compared OMol25 structures with the same formula, charge and spin ... 108.0 kcal/mol
E ... -384.93030 hartree

Cartesian coordinates (Å):
1 C 2.7921 -1.8797 -0.2492
2 C 2.4385 -0.7643 -0.0022
3 C -1.1778 -1.0187 0.6123
4 C -1.3167 1.3580 -0.2979
5 C 2.2723 0.5951 0.4686
6 C -0.3437 0.1671 0.1496
7 O 2.5146 1.6574 -0.3315
8 O 0.6148 0.7419 1.0406
9 H 3.1560 -2.8714 -0.2979
10 H -1.6240 -0.6993 1.4844
11 H -1.8489 -1.3198 -0.1012
12 H -0.4526 -1.7822 0.7059
13 H -2.1077 1.3303 0.3056
14 H -1.7163 1.3020 -1.2634
15 H -0.8401 2.2711 -0.2652
16 H 2.6879 0.8200 1.3660
17 H 0.2376 -0.3074 -0.7825
18 H 1.7374 1.6499 -0.9323

Atom charges from the natural (NBO) analysis, given in e for atoms 1 to 5: -0.162, -0.089, -0.631, -0.629, 0.347

Record 8
Here is 2 unconnected molecules or ions with the total composition C4H12 from OMol25. Energies are from ωB97M-V/def2-TZVPD.

Output
Net charge ... 0
Energy above the lowest of the compared OMol25 structures with the same formula, charge and spin ... 17.8 kcal/mol
E ... -159.55666 hartree

Cartesian coordinates (Å):
1 C -1.6816 0.5753 1.0153
2 C -2.3686 -0.8047 1.0052
3 H -1.1061 0.5549 0.1074
4 H -2.3969 1.3854 1.0775
5 H -1.0978 0.5025 1.9277
6 H -3.2214 -1.0253 0.3466
7 H -2.8124 -1.0258 1.9891
8 H -1.8495 -1.7268 0.6369
9 C 1.3863 0.4618 -1.1021
10 C 2.7933 -0.0740 -0.8710
11 H 0.9084 -0.0108 -1.9782
12 H 0.6554 0.2821 -0.2784
13 H 1.3360 1.5265 -1.2781
14 H 3.4676 0.6981 -0.4745
15 H 3.1021 -0.3579 -1.8776
16 H 2.8853 -0.9610 -0.2457

Atom charges from the natural (NBO) analysis, given in e for atoms 1 to 5: -0.613, -0.628, 0.209, 0.211, 0.209